DFT (the ωB97M-V functional and the def2-TZVPD basis) results for H2 in the gas phase.

Structure (SMILES): [H][H]
Relative energy (zero: lowest compared OMol25 entry of this formula, charge and spin) in kJ/mol: 0.0
HOMO energy in eV: -14.48
Lowest unoccupied orbital energy in Eh: 0.095
Gap between HOMO and LUMO in eV: 17.1
Net charge: 0

Each line ends with the Löwdin charge.
CARTESIAN COORDINATES (ANGSTROEM)
H  -0.359  -0.089  0.029  0.0000
H  0.359  0.089  -0.029  0.0000